{
  "formula": "C13H18N3O2S3V",
  "method": "the ωB97M-V functional and the def2-TZVPD basis",
  "species": ["V", "C", "C", "N", "C", "C", "S", "C", "C", "N", "H", "H", "H", "H", "H", "H", "H", "H", "H", "H", "H", "H", "H", "H", "O", "S", "O", "N", "C", "S", "C", "C", "C", "C", "C", "C", "H", "H", "H", "H"],
  "coordinates": [[1.53, -0.19, -0.84], [2.86, 0.27, 1.79], [3.91, -0.38, 0.89], [3.63, -0.10, -0.57], [4.13, 1.22, -1.11], [3.30, 2.42, -0.68], [1.48, 2.18, -0.89], [0.82, 2.44, 0.80], [0.50, 1.15, 1.56], [1.48, 0.05, 1.23], [3.02, 1.34, 1.87], [2.92, -0.14, 2.79], [3.90, -1.46, 1.01], [4.91, -0.03, 1.15], [4.10, -0.81, -1.11], [4.12, 1.12, -2.20], [5.17, 1.37, -0.81], [3.57, 3.28, -1.29], [3.47, 2.70, 0.36], [-0.09, 3.02, 0.68], [1.55, 3.07, 1.32], [-0.48, 0.78, 1.28], [0.50, 1.34, 2.63], [1.10, -0.80, 1.63], [-3.92, 0.93, 1.33], [-3.96, 0.72, -0.08], [-4.64, 1.59, -0.97], [-2.30, 0.69, -0.58], [-2.04, -0.47, -0.99], [-0.37, -0.73, -1.64], [-3.08, -1.53, -0.95], [-3.02, -2.87, -1.30], [-4.18, -3.62, -1.15], [-5.36, -3.03, -0.69], [-5.41, -1.69, -0.33], [-4.25, -0.96, -0.47], [-2.11, -3.32, -1.67], [-4.18, -4.67, -1.41], [-6.25, -3.64, -0.60], [-6.32, -1.24, 0.03]],
  "charge": 2,
  "s_squared": 2.10,
  "e_tot_ev": -80515.370,
  "multiplicity": 3
}


{
  "formula": "C35H54BrN3OP2V",
  "method": "the ωB97M-V functional and the def2-TZVPD basis",
  "species": ["N", "C", "C", "C", "C", "C", "C", "V", "P", "C", "C", "C", "C", "C", "C", "C", "Br", "H", "H", "H", "H", "H", "H", "H", "H", "H", "H", "P", "C", "C", "H", "H", "H", "H", "H", "C", "C", "H", "H", "H", "H", "H", "C", "C", "H", "H", "H", "H", "H", "C", "C", "H", "H", "H", "H", "H", "C", "C", "H", "H", "H", "H", "H", "C", "C", "H", "H", "H", "H", "H", "C", "C", "N", "C", "C", "C", "O", "C", "C", "C", "C", "N", "C", "H", "H", "H", "H", "H", "H", "H", "H", "H", "H", "H", "H", "H", "H"],
  "coordinates": [[5.50, -0.61, 1.87], [4.62, -0.12, 2.75], [3.30, -0.57, 2.79], [2.89, -1.48, 1.81], [3.82, -1.99, 0.88], [5.14, -1.51, 0.96], [1.49, -1.79, 1.69], [-0.23, -0.29, 0.08], [-2.48, 0.44, -0.57], [1.01, -2.39, 0.51], [-0.27, -3.08, 0.49], [-0.63, -3.83, -0.66], [-1.94, -4.22, -0.81], [-2.86, -3.74, 0.14], [-2.51, -3.26, 1.40], [-1.17, -2.89, 1.57], [-4.75, -3.69, -0.33], [0.82, -1.56, 2.55], [1.64, -2.46, -0.38], [2.58, -0.16, 3.49], [3.56, -2.67, 0.07], [4.95, 0.62, 3.47], [5.90, -1.89, 0.28], [0.14, -3.99, -1.44], [-0.86, -2.36, 2.47], [-2.27, -4.78, -1.69], [-3.23, -3.07, 2.18], [0.97, 0.51, -2.04], [-3.34, 0.25, 1.05], [-4.74, -0.35, 0.97], [-3.35, 1.22, 1.56], [-2.71, -0.41, 1.67], [-5.20, -0.44, 1.96], [-5.44, 0.25, 0.37], [-4.71, -1.36, 0.55], [-2.94, -0.92, -1.72], [-4.26, -0.78, -2.47], [-2.95, -1.85, -1.14], [-2.12, -1.07, -2.43], [-4.48, -1.70, -3.03], [-5.10, -0.64, -1.79], [-4.22, 0.05, -3.18], [-3.00, 2.01, -1.36], [-4.48, 2.36, -1.19], [-2.71, 1.99, -2.42], [-2.37, 2.78, -0.89], [-4.70, 3.32, -1.68], [-5.14, 1.61, -1.66], [-4.74, 2.46, -0.12], [1.20, 2.25, -2.69], [0.00, 3.16, -2.56], [1.47, 2.11, -3.74], [2.07, 2.68, -2.18], [0.25, 4.13, -3.00], [-0.87, 2.78, -3.10], [-0.28, 3.34, -1.52], [0.21, -0.29, -3.53], [0.37, -1.80, -3.60], [0.69, 0.20, -4.40], [-0.86, 0.00, -3.52], [-0.04, -2.15, -4.55], [1.43, -2.11, -3.57], [-0.16, -2.32, -2.80], [2.72, -0.08, -2.10], [3.76, 0.77, -1.40], [2.97, -0.17, -3.17], [2.71, -1.10, -1.67], [4.73, 0.26, -1.43], [3.91, 1.75, -1.86], [3.53, 0.93, -0.34], [-0.96, 3.39, 7.56], [0.44, 2.87, 7.27], [0.86, 3.09, 5.86], [1.35, 4.47, 5.63], [2.76, 4.66, 6.16], [0.39, 2.20, 4.91], [-0.36, 1.28, 5.25], [0.85, 2.24, 3.47], [2.02, 2.88, 3.05], [2.37, 2.83, 1.71], [1.58, 2.09, 0.84], [0.58, 1.28, 1.26], [0.17, 1.42, 2.55], [-1.06, 4.45, 7.31], [-1.17, 3.26, 8.63], [-1.69, 2.81, 6.99], [1.18, 3.39, 7.88], [0.48, 1.79, 7.46], [1.29, 4.72, 4.57], [0.68, 5.15, 6.18], [3.39, 3.80, 5.91], [3.22, 5.55, 5.72], [2.77, 4.78, 7.25], [2.65, 3.40, 3.79], [3.23, 3.38, 1.32], [1.72, 2.19, -0.25], [-0.74, 0.88, 2.82]],
  "charge": 2,
  "s_squared": 3.77,
  "e_tot_ev": -157983.396,
  "multiplicity": 4,
  "relative_energy_kcal_mol": 0.0
}


{
  "formula": "C40H126BeO31",
  "method": "the ωB97M-V functional and the def2-TZVPD basis",
  "species": ["Be", "C", "C", "C", "O", "H", "H", "H", "H", "H", "H", "H", "C", "C", "C", "O", "H", "H", "H", "H", "H", "H", "H", "C", "C", "O", "H", "H", "H", "H", "H", "H", "C", "C", "O", "H", "H", "H", "H", "H", "H", "C", "C", "O", "H", "H", "H", "H", "H", "H", "C", "C", "O", "H", "H", "H", "H", "H", "H", "C", "C", "O", "H", "H", "H", "H", "H", "H", "C", "C", "O", "O", "H", "H", "H", "H", "H", "H", "C", "C", "O", "O", "H", "H", "H", "H", "H", "H", "C", "C", "O", "O", "H", "H", "H", "H", "H", "H", "C", "C", "O", "O", "H", "H", "H", "H", "H", "H", "C", "C", "O", "O", "H", "H", "H", "H", "H", "H", "C", "C", "O", "O", "H", "H", "H", "H", "H", "H", "C", "C", "O", "O", "H", "H", "H", "H", "H", "H", "C", "O", "H", "H", "H", "H", "C", "O", "H", "H", "H", "H", "C", "O", "H", "H", "H", "H", "C", "O", "H", "H", "H", "H", "C", "O", "H", "H", "H", "H", "C", "O", "H", "H", "H", "H", "C", "O", "H", "H", "H", "H", "C", "O", "H", "H", "H", "H", "C", "O", "H", "H", "H", "H", "C", "O", "H", "H", "H", "H"],
  "coordinates": [[0.92, 0.80, -2.89], [-1.40, 1.00, -6.06], [-1.27, 0.49, -4.60], [-1.18, -1.04, -4.71], [-0.05, 0.96, -4.11], [-2.28, 0.86, -6.66], [-0.63, 0.55, -6.65], [-1.24, 2.05, -6.10], [-2.17, 0.87, -4.10], [-2.11, -1.54, -5.18], [-1.23, -1.40, -3.68], [-0.24, -1.40, -5.24], [0.04, 0.16, 0.61], [-0.29, 1.01, -0.66], [-1.06, 2.25, -0.29], [0.84, 1.36, -1.43], [0.44, 0.80, 1.35], [0.60, -0.70, 0.34], [-0.94, -0.32, 0.92], [-0.95, 0.30, -1.28], [-1.11, 2.91, -1.16], [-0.41, 2.75, 0.45], [-2.07, 2.20, 0.15], [-5.91, -2.22, -1.38], [-4.43, -2.01, -1.65], [-3.98, -0.86, -0.90], [-6.11, -2.75, -0.43], [-6.36, -2.88, -2.17], [-6.50, -1.30, -1.31], [-4.15, -1.92, -2.73], [-3.90, -2.81, -1.12], [-4.10, -0.02, -1.32], [-7.01, 1.29, 0.99], [-5.61, 1.16, 1.54], [-5.20, -0.20, 1.62], [-7.08, 1.06, -0.08], [-7.33, 2.33, 1.08], [-7.68, 0.66, 1.56], [-5.57, 1.55, 2.50], [-4.86, 1.79, 1.06], [-4.65, -0.43, 0.90], [0.09, 4.45, 2.44], [-1.29, 3.88, 2.89], [-2.36, 4.24, 2.03], [0.85, 3.68, 2.54], [0.42, 5.28, 3.03], [0.07, 4.71, 1.37], [-1.56, 4.32, 3.85], [-1.19, 2.81, 3.10], [-2.18, 3.86, 1.14], [0.40, -4.93, 5.15], [0.76, -3.57, 4.58], [1.78, -3.69, 3.59], [0.14, -5.60, 4.30], [-0.55, -4.85, 5.74], [1.24, -5.36, 5.66], [1.12, -2.85, 5.33], [-0.20, -3.23, 4.12], [2.18, -4.56, 3.59], [-4.78, 1.05, -4.28], [-5.22, 2.01, -3.18], [-4.43, 1.70, -2.05], [-5.12, -0.01, -4.05], [-3.71, 1.09, -4.46], [-5.16, 1.31, -5.29], [-6.32, 1.99, -2.99], [-4.99, 3.03, -3.55], [-4.36, 2.49, -1.48], [5.14, -2.59, 0.85], [3.96, -2.37, 1.79], [2.81, -2.92, 1.22], [5.48, -4.02, 0.91], [6.06, -1.99, 1.06], [4.87, -2.28, -0.21], [4.01, -1.25, 1.85], [4.10, -2.77, 2.75], [2.17, -3.03, 1.94], [5.11, -4.46, 0.15], [2.98, -6.22, -0.43], [1.55, -6.09, -0.05], [0.76, -5.48, -1.03], [3.56, -4.94, -0.62], [3.10, -6.84, -1.37], [3.58, -6.78, 0.26], [1.42, -5.57, 0.89], [1.07, -7.12, 0.19], [0.22, -4.76, -0.63], [3.06, -4.27, -0.12], [-4.66, -3.10, 3.19], [-3.54, -3.36, 2.23], [-2.30, -3.08, 2.82], [-4.47, -1.78, 3.67], [-4.59, -3.76, 4.08], [-5.66, -3.19, 2.80], [-3.57, -2.76, 1.29], [-3.56, -4.41, 2.01], [-2.26, -2.11, 3.04], [-4.74, -1.12, 2.95], [0.83, 4.18, -3.75], [1.24, 4.85, -2.37], [1.68, 3.92, -1.38], [-0.53, 3.72, -3.61], [1.48, 3.40, -4.12], [0.78, 5.03, -4.51], [0.35, 5.39, -1.97], [1.99, 5.67, -2.62], [1.24, 3.03, -1.57], [-0.48, 2.72, -3.43], [2.26, -1.62, -1.97], [2.75, -2.87, -2.65], [1.65, -3.68, -3.11], [1.26, -1.07, -2.83], [3.06, -0.86, -1.88], [1.84, -1.81, -0.94], [3.42, -3.51, -2.12], [3.37, -2.61, -3.57], [1.41, -4.28, -2.42], [0.91, -1.65, -3.50], [5.37, 0.72, -1.21], [6.21, -0.28, -2.02], [5.53, -1.18, -2.88], [4.72, 1.69, -2.04], [6.12, 1.29, -0.65], [4.76, 0.27, -0.35], [6.76, -0.95, -1.35], [6.92, 0.17, -2.74], [4.89, -1.70, -2.40], [4.49, 2.45, -1.53], [3.94, 2.69, 1.12], [4.26, 4.12, 0.72], [4.27, 4.12, -0.71], [3.76, 2.53, 2.56], [4.71, 1.98, 0.84], [2.93, 2.55, 0.67], [5.28, 4.30, 1.07], [3.57, 4.89, 1.13], [3.33, 4.17, -0.98], [4.62, 2.15, 2.87], [-2.80, 5.54, -3.71], [-3.88, 6.18, -3.00], [-2.87, 4.46, -3.46], [-2.86, 5.83, -4.77], [-1.81, 5.91, -3.28], [-3.58, 6.99, -2.55], [2.65, 0.97, -4.94], [2.39, 1.19, -3.57], [1.99, 1.58, -5.51], [3.69, 1.28, -5.15], [2.42, -0.07, -5.14], [3.27, 1.27, -3.05], [-1.70, 0.70, 4.53], [-2.04, -0.68, 4.32], [-2.46, 1.15, 5.18], [-0.79, 0.63, 5.20], [-1.49, 1.16, 3.58], [-2.98, -0.91, 4.58], [5.73, -3.82, -5.66], [6.24, -5.15, -5.78], [5.52, -3.36, -6.65], [4.76, -3.85, -5.08], [6.45, -3.19, -5.11], [5.88, -5.47, -6.62], [5.20, -5.43, 4.49], [4.25, -5.45, 3.46], [5.62, -6.42, 4.73], [6.06, -4.86, 4.10], [4.82, -4.93, 5.42], [4.61, -5.23, 2.56], [-5.09, 4.98, -0.44], [-3.97, 4.18, -0.84], [-5.91, 4.27, -0.09], [-4.87, 5.60, 0.42], [-5.48, 5.67, -1.22], [-3.71, 4.58, -1.65], [-1.30, 0.51, 8.23], [-1.10, -0.86, 8.13], [-0.70, 1.05, 7.50], [-2.33, 0.77, 8.21], [-0.98, 0.75, 9.24], [-1.92, -1.24, 7.82], [2.39, -0.14, 4.87], [3.65, 0.37, 5.48], [1.73, 0.70, 4.52], [2.74, -0.75, 4.05], [1.93, -0.82, 5.55], [3.37, 0.74, 6.34], [-1.16, -2.87, -0.48], [-0.77, -3.79, 0.56], [-0.39, -2.19, -0.87], [-1.54, -3.48, -1.35], [-1.96, -2.20, -0.15], [-1.35, -3.82, 1.30], [-2.04, 7.16, 1.51], [-3.11, 7.01, 2.41], [-1.10, 6.70, 1.84], [-2.26, 6.67, 0.54], [-1.82, 8.21, 1.36], [-3.22, 6.08, 2.52]],
  "e_tot_ev": -107392.196
}


{
  "formula": "C5H9F2N",
  "method": "the ωB97M-V functional and the def2-TZVPD basis",
  "species": ["C", "C", "C", "C", "C", "H", "H", "H", "H", "H", "H", "H", "H", "H", "N", "F", "F"],
  "coordinates": [[-1.78, 0.58, -0.56], [-1.06, -0.70, -0.13], [-1.76, -1.60, 0.54], [0.39, -0.92, -0.58], [1.33, 0.18, -0.15], [-0.79, 1.76, 0.96], [-1.55, 2.66, -0.18], [-2.84, 0.43, -0.25], [-1.77, 0.74, -1.63], [-1.30, -2.56, 0.94], [-2.80, -1.46, 0.79], [0.41, -1.09, -1.68], [0.75, -1.81, -0.07], [1.08, 1.08, -0.72], [-1.14, 1.76, 0.02], [2.59, -0.18, -0.40], [1.19, 0.48, 1.18]],
  "smiles": "C=C(CN)CC(F)F",
  "e_tot_ev": -12255.339,
  "relative_energy_kcal_mol": 0.9
}


{
  "formula": "C27H19F3N6O5RuS2",
  "method": "the ωB97M-V functional and the def2-TZVPD basis",
  "species": ["Ru", "O", "C", "C", "C", "C", "C", "C", "C", "N", "N", "C", "O", "C", "C", "C", "C", "C", "C", "H", "H", "H", "H", "H", "H", "H", "H", "H", "H", "F", "C", "F", "F", "S", "O", "O", "O", "N", "C", "C", "C", "C", "C", "N", "C", "H", "H", "H", "H", "N", "C", "S", "C", "N", "C", "C", "C", "C", "H", "H", "H", "H", "H"],
  "coordinates": [[-0.27, 0.24, 1.02], [-2.02, 1.20, 0.45], [-2.12, 1.91, -0.64], [-3.12, 2.92, -0.69], [-3.28, 3.72, -1.79], [-2.48, 3.56, -2.93], [-1.53, 2.57, -2.91], [-1.31, 1.74, -1.79], [-0.31, 0.71, -1.96], [0.17, -0.10, -1.07], [1.08, -0.98, -1.66], [1.39, -2.07, -1.06], [0.69, -2.50, 0.02], [2.41, -2.95, -1.67], [2.59, -4.26, -1.24], [3.52, -5.08, -1.87], [4.29, -4.59, -2.92], [4.11, -3.28, -3.35], [3.18, -2.47, -2.73], [-3.75, 3.04, 0.18], [-4.05, 4.48, -1.78], [-2.61, 4.18, -3.80], [-0.90, 2.41, -3.78], [0.06, 0.58, -2.98], [2.01, -4.64, -0.42], [3.65, -6.10, -1.53], [5.02, -5.23, -3.40], [4.70, -2.90, -4.17], [3.04, -1.45, -3.05], [5.30, -1.34, 0.72], [4.28, -0.54, 1.07], [4.70, 0.26, 2.06], [3.99, 0.23, 0.01], [2.74, -1.62, 1.53], [3.23, -2.26, 2.73], [1.77, -0.52, 1.66], [1.53, -3.03, 1.05], [-3.18, -4.87, -1.96], [-3.07, -4.11, -1.10], [-2.96, -3.19, -0.01], [-3.93, -3.14, 0.99], [-3.79, -2.21, 1.99], [-2.68, -1.36, 1.97], [-1.74, -1.42, 1.02], [-1.88, -2.31, 0.05], [-4.77, -3.82, 0.96], [-4.51, -2.12, 2.79], [-2.54, -0.62, 2.74], [-1.14, -2.32, -0.73], [-1.05, 0.96, 4.01], [-0.71, 0.64, 2.94], [1.08, 2.18, 0.89], [0.30, 3.48, 1.61], [-0.95, 3.38, 2.11], [-1.59, 4.37, 2.77], [-1.01, 5.58, 2.95], [0.29, 5.77, 2.41], [0.93, 4.75, 1.77], [-1.42, 2.47, 1.98], [-2.57, 4.12, 3.15], [-1.52, 6.37, 3.48], [0.79, 6.72, 2.53], [1.93, 4.86, 1.38]],
  "charge": -1,
  "s_squared": 0.76,
  "e_tot_ev": -79888.761,
  "multiplicity": 2,
  "relative_energy_kcal_mol": 114.2
}


{
  "formula": "C36H39AsBaN7Si",
  "method": "the ωB97M-V functional and the def2-TZVPD basis",
  "species": ["Ba", "C", "C", "N", "C", "C", "N", "C", "C", "C", "C", "C", "N", "C", "C", "N", "C", "C", "N", "C", "C", "C", "N", "C", "C", "H", "H", "H", "H", "H", "H", "H", "H", "H", "H", "H", "H", "C", "Si", "C", "C", "N", "C", "C", "C", "C", "C", "C", "H", "H", "H", "H", "H", "H", "H", "H", "H", "H", "H", "H", "H", "H", "C", "As", "C", "C", "C", "C", "C", "C", "C", "C", "H", "H", "H", "H", "H", "H", "H", "H", "H", "H", "H", "H", "H"],
  "coordinates": [[-0.69, 0.02, 0.38], [3.36, -0.41, -2.85], [2.10, -0.56, -2.33], [1.90, -0.49, -1.01], [2.92, -0.26, -0.23], [4.22, -0.09, -0.77], [4.44, -0.16, -2.07], [2.78, -0.23, 1.31], [3.96, -0.54, 2.02], [3.98, -0.31, 3.41], [2.81, 0.11, 4.03], [1.65, 0.15, 3.27], [1.63, 0.03, 1.89], [0.33, 0.37, 3.86], [0.12, 0.37, 5.26], [-1.03, 0.80, 5.79], [-2.03, 1.07, 4.96], [-1.84, 1.04, 3.62], [-0.67, 0.75, 3.08], [5.20, -0.49, 4.22], [6.37, 0.08, 3.75], [7.48, 0.07, 4.61], [7.55, -0.57, 5.74], [6.40, -1.13, 6.25], [5.20, -1.07, 5.52], [3.50, -0.53, -3.92], [1.20, -0.71, -2.91], [5.05, 0.11, -0.13], [4.87, -0.98, 1.61], [2.81, 0.26, 5.16], [0.95, 0.08, 5.88], [-2.98, 1.39, 5.49], [-2.70, 1.33, 2.97], [6.29, 0.60, 2.80], [8.44, 0.41, 4.21], [6.50, -1.54, 7.22], [4.28, -1.39, 6.00], [-3.44, -4.29, -0.67], [-3.14, -2.45, -0.34], [-2.59, -1.65, -1.96], [-4.86, -1.76, 0.03], [-2.15, -2.05, 0.95], [-0.91, -2.53, 1.30], [-0.57, -2.57, 2.64], [0.65, -3.00, 3.06], [1.60, -3.30, 2.07], [1.33, -3.12, 0.74], [0.05, -2.76, 0.33], [-4.23, -4.49, -1.43], [-3.65, -4.87, 0.28], [-2.59, -4.91, -1.03], [-3.19, -2.01, -2.84], [-1.48, -1.79, -2.18], [-2.75, -0.58, -1.94], [-5.52, -2.07, -0.78], [-4.85, -0.67, 0.12], [-5.33, -2.11, 0.97], [-1.33, -2.38, 3.36], [0.96, -3.19, 4.07], [2.59, -3.68, 2.40], [2.13, -3.35, 0.10], [-0.20, -2.81, -0.70], [-0.36, 4.31, -2.81], [-1.09, 2.50, -2.78], [-0.73, 2.03, -4.62], [-2.94, 3.02, -3.06], [-3.54, 3.02, -4.44], [-4.01, 1.80, -4.97], [-4.78, 1.76, -6.13], [-4.93, 2.87, -6.90], [-4.46, 4.10, -6.48], [-3.78, 4.16, -5.23], [-0.84, 4.93, -3.64], [0.75, 4.27, -2.96], [-0.50, 4.88, -1.88], [-1.22, 2.83, -5.19], [-1.12, 1.03, -4.86], [0.35, 2.10, -4.80], [-3.07, 4.06, -2.70], [-3.65, 2.38, -2.47], [-3.83, 0.88, -4.42], [-5.24, 0.85, -6.45], [-5.55, 2.86, -7.82], [-4.67, 5.00, -7.08], [-3.65, 5.20, -4.91]],
  "charge": 1,
  "e_tot_ev": -117801.619,
  "relative_energy_kcal_mol": 0.0
}